[1]
A molecular structure, C4H10O6 at a distorted geometry. Source: the OMol25 dataset; level of theory: the ωB97M-V functional and the def2-TZVPD basis.

Last column: Mulliken charge in e.
CARTESIAN COORDINATES (ANGSTROEM)
O  1.571  3.721  1.440  -0.242
O  1.279  2.412  1.848  -0.086
H  2.526  3.834  1.666  0.356
C  -0.391  -2.486  0.625  -1.469
C  0.268  -1.151  0.639  0.426
C  -0.608  -0.095  -0.107  0.276
O  -1.057  -0.541  -1.300  -0.305
C  -1.355  0.534  -2.197  -0.794
O  0.139  1.115  -0.231  -0.186
O  1.194  1.128  0.787  -0.305
O  1.511  -1.288  -0.015  -0.579
H  -1.387  -2.450  1.059  0.365
H  -0.475  -2.831  -0.399  0.360
H  0.193  -3.193  1.195  0.370
H  0.374  -0.739  1.648  0.321
H  -1.436  0.161  0.593  0.233
H  -1.975  0.049  -2.942  0.266
H  -1.892  1.338  -1.691  0.333
H  -0.426  0.897  -2.655  0.251
H  1.945  -0.416  0.037  0.411

The lowest unoccupied orbital energy (spin up / spin down) comes out at -1.36 / -1.35 eV. As for the largest force on an atom: 3.56 eV/A. The value obtained for the gap between HOMO and LUMO (spin up / spin down) is 8.372 / 8.393 eV. Its energy is -16585.374 eV.

***

[2]
2 unconnected molecules or ions with the total composition C4H10OS at a distorted geometry. Source: the OMol25 dataset; level of theory: the ωB97M-V functional and the def2-TZVPD basis.

Last column: Löwdin spin population.
CARTESIAN COORDINATES (ANGSTROEM)
C  -2.077  0.873  2.460  0.000
S  -3.800  0.588  3.018  0.000
C  -4.565  1.325  1.529  0.000
H  -2.010  0.255  1.580  0.000
H  -1.992  1.940  2.251  0.000
H  -1.382  0.587  3.232  0.000
H  -5.627  1.385  1.734  0.000
H  -4.350  0.772  0.621  0.000
H  -4.178  2.334  1.493  0.000
C  4.641  -0.894  -3.448  0.202
C  4.476  -1.547  -2.216  0.526
O  3.183  -2.022  -1.813  0.142
H  5.246  -1.335  -4.243  0.037
H  4.102  0.009  -3.754  0.031
H  5.189  -1.649  -1.385  0.049
H  3.144  -2.621  -1.060  0.013

As for the spin multiplicity: 2. The lowest unoccupied orbital energy (spin up / spin down) comes out at 2.39 / 2.39 eV. As for the largest force on an atom: 1.31 eV/A. The value obtained for the gap between HOMO and LUMO (spin up / spin down) is 2.224 / 3.356 eV. Its energy is -17189.061 eV. Its total charge is -1.

***

[3]
2 unconnected molecules or ions with the total composition C4H10OS at a distorted geometry. Source: the OMol25 dataset; level of theory: the ωB97M-V functional and the def2-TZVPD basis.

Last column: Mulliken charge in e.
CARTESIAN COORDINATES (ANGSTROEM)
C  -1.068  -0.638  -2.304  -0.796
S  0.260  -0.464  -3.490  -0.080
C  1.244  -1.900  -3.196  -0.761
H  -1.050  -0.002  -1.409  0.288
H  -2.035  -0.430  -2.755  0.291
H  -1.079  -1.617  -1.824  0.256
H  2.297  -1.616  -3.097  0.282
H  1.254  -2.641  -3.991  0.267
H  0.990  -2.343  -2.236  0.254
C  0.652  1.971  4.888  -0.671
C  -0.548  1.629  4.460  0.065
O  -0.679  0.438  3.755  -0.492
H  0.747  2.899  5.432  0.232
H  1.541  1.391  4.698  0.250
H  -1.442  2.230  4.491  0.291
H  -1.541  0.092  3.960  0.326

The SMILES is C=CO.CSC. The lowest unoccupied orbital energy comes out at 0.77 eV. As for the largest force on an atom: 1.51 eV/A. The value obtained for the gap between HOMO and LUMO is 9.146 eV. Its energy is -17191.364 eV.

***

[4]
2 unconnected molecules or ions with the total composition C4H10OS at a distorted geometry. Source: the OMol25 dataset; level of theory: the ωB97M-V functional and the def2-TZVPD basis.

Last column: Mulliken charge in e.
CARTESIAN COORDINATES (ANGSTROEM)
S  -0.309  -1.197  -0.114  -0.155
C  1.405  -1.367  0.345  -0.516
C  -0.384  0.654  -0.150  -0.493
C  2.071  -0.073  -0.109  -0.663
C  1.113  1.061  0.249  -0.602
H  1.572  -1.430  1.437  0.282
H  1.889  -2.248  -0.121  0.333
H  -0.611  1.096  -1.139  0.308
H  -1.172  0.983  0.554  0.286
H  3.077  0.110  0.315  0.323
H  2.183  -0.193  -1.204  0.303
H  1.465  1.962  -0.289  0.300
H  1.265  1.235  1.332  0.292
O  -4.866  -0.375  -0.266  -0.637
H  -4.423  -0.385  -1.144  0.318
H  -4.276  0.168  0.304  0.321

The SMILES is C1CCSC1.O. The lowest unoccupied orbital energy comes out at 0.69 eV. As for the largest force on an atom: 1.77 eV/A. The value obtained for the gap between HOMO and LUMO is 9.284 eV. Its energy is -17192.639 eV.